(1)
A 13-piece molecular cluster, C51H115Br5N11O3 overall, computed with ωB97M-V/def2-TZVPD.

Computed properties:
Lowest unoccupied orbital energy (spin up / spin down) in eV: -7.23 / -10.97
HOMO-LUMO gap (spin up / spin down) in eV: 7.3 / 3.5
Spin multiplicity: 2
Total charge: +4

Each line ends with the Löwdin spin population.
CARTESIAN COORDINATES (ANGSTROEM)
C 5.620 -11.665 -25.564  0.000
C 4.634 -11.227 -26.622  0.000
N 3.234 -11.279 -26.138  0.000
C 2.527 -10.243 -25.589  0.000
C 1.238 -10.673 -25.212  0.000
N 1.181 -12.002 -25.598  0.000
C 2.390 -12.389 -26.108  0.000
C 0.048 -12.958 -25.331  0.000
H 6.617 -11.604 -26.001  0.000
H 5.485 -12.693 -25.229  0.000
H 5.568 -11.015 -24.691  0.000
H 4.727 -11.824 -27.529  -0.001
H 4.858 -10.223 -26.980  0.001
H 2.935 -9.294 -25.274  0.000
H 0.392 -10.142 -24.802  0.000
H 2.780 -13.365 -26.359  0.000
H -0.135 -13.088 -24.264  0.000
H 0.358 -13.930 -25.713  0.000
H -0.856 -12.697 -25.881  0.000
C -0.791 -8.785 -28.296  0.000
C -0.164 -10.123 -28.636  0.000
N 0.959 -9.946 -29.653  0.000
C 2.184 -9.614 -29.196  0.003
C 2.998 -9.517 -30.374  0.012
N 2.238 -9.956 -31.452  0.001
C 1.036 -10.362 -30.946  0.002
C 2.597 -10.071 -32.873  0.000
H -1.599 -9.023 -27.605  0.000
H -1.156 -8.228 -29.159  0.000
H -0.071 -8.074 -27.889  0.000
H -0.974 -10.603 -29.184  0.000
H 0.182 -10.706 -27.782  0.000
H 2.392 -9.193 -28.224  0.000
H 3.971 -9.052 -30.430  0.017
H 0.224 -10.694 -31.577  0.000
H 2.055 -10.868 -33.383  0.000
H 3.658 -10.304 -32.970  0.000
H 2.388 -9.121 -33.364  0.000
C 4.929 -12.832 -34.559  0.000
C 6.175 -12.518 -33.622  0.000
N 6.824 -11.369 -34.146  0.000
C 7.581 -11.391 -35.285  0.000
C 8.226 -10.116 -35.371  0.000
N 7.839 -9.365 -34.300  0.000
C 6.967 -10.112 -33.499  -0.001
C 8.364 -8.142 -33.809  0.000
H 4.051 -12.256 -34.267  0.000
H 4.601 -13.869 -34.490  0.000
H 5.137 -12.691 -35.619  0.000
H 7.049 -13.170 -33.614  0.000
H 5.908 -12.390 -32.573  0.000
H 7.771 -12.276 -35.875  0.000
H 8.932 -9.817 -36.131  0.000
H 6.498 -9.783 -32.584  -0.001
H 9.377 -8.342 -33.461  0.000
H 7.749 -7.800 -32.977  0.000
H 8.263 -7.371 -34.573  0.000
C 8.919 -6.910 -38.772  0.000
C 7.455 -6.674 -38.412  0.000
C 6.624 -7.990 -38.226  0.000
C 5.337 -7.695 -37.453  0.000
N 4.378 -8.895 -37.371  0.000
C 3.840 -9.274 -38.794  0.000
C 2.315 -9.179 -38.821  0.000
C 1.954 -9.413 -37.384  0.000
C 3.061 -8.540 -36.640  0.000
C 5.044 -10.136 -36.677  0.000
H 9.191 -7.350 -39.732  0.000
H 9.377 -7.574 -38.039  0.000
H 9.549 -6.023 -38.724  0.000
H 6.950 -6.137 -39.215  0.000
H 7.426 -5.991 -37.563  0.000
H 7.280 -8.659 -37.669  0.000
H 6.462 -8.457 -39.198  0.000
H 4.819 -6.817 -37.838  0.000
H 5.542 -7.504 -36.400  0.000
H 4.300 -10.222 -39.074  0.000
H 4.353 -8.558 -39.437  0.000
H 1.841 -9.920 -39.465  0.000
H 1.925 -8.222 -39.167  0.000
H 2.074 -10.470 -37.149  0.000
H 1.002 -8.886 -37.321  0.000
H 3.167 -8.701 -35.567  0.000
H 2.981 -7.454 -36.679  0.000
H 4.315 -10.943 -36.750  0.000
H 5.133 -9.795 -35.646  0.000
H 5.924 -10.364 -37.278  0.000
C -5.912 -15.990 -33.148  0.000
C -5.688 -14.474 -33.453  0.000
C -5.650 -13.596 -32.224  0.000
C -5.518 -12.031 -32.633  0.000
N -5.193 -10.978 -31.517  0.000
C -5.138 -9.527 -32.099  0.000
C -4.162 -8.768 -31.195  0.000
C -3.361 -9.843 -30.419  0.000
C -3.734 -11.199 -30.951  0.000
C -6.254 -11.118 -30.401  0.000
H -6.289 -16.407 -34.082  0.000
H -6.754 -16.072 -32.462  0.000
H -4.988 -16.532 -32.946  0.000
H -6.383 -14.105 -34.206  0.000
H -4.693 -14.413 -33.893  0.000
H -4.828 -13.863 -31.560  0.000
H -6.543 -13.689 -31.606  0.000
H -6.479 -11.750 -33.065  0.000
H -4.704 -11.967 -33.355  0.000
H -6.113 -9.076 -32.288  0.000
H -4.699 -9.581 -33.095  0.000
H -4.707 -8.124 -30.504  0.000
H -3.497 -8.181 -31.827  0.000
H -3.595 -9.958 -29.360  0.000
H -2.317 -9.592 -30.603  0.000
H -3.778 -11.999 -30.213  0.000
H -3.098 -11.506 -31.781  0.000
H -6.399 -12.122 -30.002  0.000
H -7.236 -10.925 -30.833  0.000
H -5.971 -10.478 -29.566  0.000
C 1.321 -13.963 -34.502  0.000
N 0.023 -14.326 -35.232  0.000
C -0.366 -13.047 -36.081  0.000
C 0.286 -15.510 -36.208  0.000
C -1.178 -14.766 -34.387  0.000
C -1.740 -13.679 -33.428  0.000
O -0.689 -13.330 -32.483  0.000
H 2.095 -13.825 -35.256  0.000
H 1.621 -14.866 -33.971  0.000
H 1.123 -13.018 -33.997  0.000
H 0.412 -12.952 -36.838  0.000
H -0.276 -12.268 -35.324  0.000
H -1.257 -13.160 -36.698  0.000
H -0.576 -15.708 -36.846  0.000
H 0.576 -16.388 -35.630  0.000
H 1.154 -15.206 -36.793  0.000
H -0.968 -15.684 -33.838  0.000
H -1.925 -15.082 -35.115  0.000
H -2.606 -14.063 -32.889  0.000
H -2.151 -12.868 -34.030  0.000
H -1.087 -13.364 -31.610  0.000
C 1.055 -4.432 -29.618  0.000
N 1.008 -5.214 -30.937  0.000
C 2.101 -4.656 -31.875  0.000
C 1.341 -6.612 -30.533  0.000
C -0.364 -5.077 -31.674  0.000
C -1.555 -5.998 -31.175  0.000
O -1.835 -5.835 -29.867  0.000
H 2.025 -4.493 -29.124  0.000
H 0.203 -4.685 -28.988  0.000
H 0.867 -3.381 -29.833  0.000
H 2.360 -5.456 -32.568  0.000
H 2.953 -4.491 -31.216  0.000
H 1.923 -3.681 -32.329  0.000
H 1.492 -7.097 -31.498  0.000
H 0.559 -6.945 -29.851  0.000
H 2.263 -6.506 -29.961  0.000
H -0.071 -5.269 -32.706  0.000
H -0.671 -4.032 -31.618  0.000
H -1.386 -7.009 -31.547  0.000
H -2.360 -5.565 -31.768  0.000
H -2.179 -4.943 -29.775  0.000
C -3.371 -5.172 -25.752  0.000
N -1.962 -5.436 -25.095  0.000
C -1.768 -6.962 -24.907  0.000
C -0.897 -4.944 -26.155  0.000
C -1.748 -4.801 -23.735  0.000
C -2.604 -5.326 -22.508  0.000
O -3.992 -5.360 -22.680  0.000
H -3.687 -4.137 -25.620  0.000
H -4.050 -5.873 -25.266  0.000
H -3.250 -5.544 -26.769  0.000
H -1.898 -7.412 -25.891  0.000
H -2.522 -7.302 -24.198  0.000
H -0.771 -7.121 -24.494  0.000
H 0.072 -5.099 -25.682  0.000
H -1.042 -3.885 -26.370  0.000
H -0.923 -5.654 -26.982  0.000
H -2.037 -3.759 -23.870  0.000
H -0.726 -4.743 -23.359  0.000
H -2.386 -4.705 -21.639  0.000
H -2.273 -6.335 -22.261  0.000
H -4.338 -4.474 -22.545  0.000
Br 4.553 -7.123 -33.131  0.004
Br -1.312 -13.489 -29.298  0.000
Br 2.342 -6.741 -26.625  0.001
Br 6.650 -10.030 -29.521  0.963
Br -1.206 -9.770 -33.952  0.000

***

(2)
One molecule with the formula C6H11N, computed with ωB97M-V/def2-TZVPD.

Computed properties:
Lowest unoccupied orbital energy in eV: 0.62
HOMO-LUMO gap in eV: 8.9
ΔE to the lowest compared entry with this formula, charge and spin in eV: 3.522

Each line ends with the natural charge from an NBO analysis.
CARTESIAN COORDINATES (ANGSTROEM)
C -2.468 -0.189 -1.048  -0.602
C -1.397 0.202 -0.031  -0.398
C 0.007 -0.192 -0.483  -0.414
C 1.128 0.115 0.509  -0.118
C 2.543 -0.116 0.000  -0.624
C 0.890 0.770 1.754  0.025
N 0.701 1.252 2.819  -0.375
H -3.467 0.085 -0.694  0.216
H -2.309 0.313 -2.011  0.203
H -2.466 -1.270 -1.233  0.202
H -1.432 1.283 0.152  0.210
H -1.610 -0.280 0.931  0.204
H 0.043 -1.267 -0.711  0.209
H 0.222 0.304 -1.450  0.216
H 0.875 -0.471 1.934  0.370
H 2.691 -1.172 -0.256  0.218
H 2.756 0.456 -0.921  0.226
H 3.291 0.178 0.738  0.232

***

(3)
A 3-piece molecular cluster, C4H6O2 overall, computed with ωB97M-V/def2-TZVPD.

Computed properties:
Lowest unoccupied orbital energy in eV: 0.91
HOMO-LUMO gap in eV: 9.7
ΔE to the lowest compared entry with this formula, charge and spin in eV: 4.335

Each line ends with the natural charge from an NBO analysis.
CARTESIAN COORDINATES (ANGSTROEM)
O 0.158 0.922 -1.615  -0.643
C -0.659 0.374 -0.714  0.322
C -1.646 -0.422 -0.476  -0.299
C -1.077 0.342 0.713  -0.453
C 2.328 0.442 1.078  0.542
O 2.534 0.916 0.064  -0.539
H 0.850 1.413 -1.153  0.496
H 0.692 -1.948 -0.052  0.012
H -2.416 -1.108 -0.786  0.229
H -0.470 -0.184 1.461  0.176
H -1.643 1.178 1.141  0.177
H 1.343 -1.998 0.305  -0.018

***

(4)
C17H19BrN5O2STl as an isolated structure, computed with ωB97M-V/def2-TZVPD.

Computed properties:
Lowest unoccupied orbital energy in eV: -0.16
HOMO-LUMO gap in eV: 8.0

Each line ends with the natural charge from an NBO analysis.
CARTESIAN COORDINATES (ANGSTROEM)
Tl 7.432 0.080 15.937  0.830
O 8.268 3.624 13.119  -0.680
C 8.286 4.708 13.922  0.332
C 8.513 5.965 13.410  -0.278
C 8.340 7.072 14.236  -0.185
C 8.100 6.916 15.580  -0.264
C 8.078 5.638 16.162  -0.189
C 8.155 4.533 15.323  -0.155
C 8.169 3.115 15.867  0.242
O 7.374 2.243 15.128  -1.026
N 9.569 2.616 15.945  -0.472
N 9.709 1.664 16.921  -0.229
C 10.886 1.509 17.374  -0.043
C 11.206 0.450 18.329  -0.109
Br 9.836 -0.716 18.864  0.089
C 12.378 0.307 18.993  -0.197
C 13.496 1.318 18.995  -0.058
C 13.314 2.672 19.282  -0.223
C 14.411 3.504 19.278  -0.189
C 15.689 3.066 18.988  -0.211
C 15.867 1.699 18.793  -0.195
C 14.796 0.839 18.743  -0.205
H 8.071 2.862 13.659  0.513
H 8.618 6.100 12.324  0.225
H 8.344 8.087 13.843  0.215
H 7.786 7.828 16.108  0.213
H 8.012 5.450 17.247  0.203
H 7.717 3.149 16.863  0.126
H 10.376 3.232 15.763  0.374
H 11.722 2.129 17.066  0.190
H 12.518 -0.531 19.685  0.231
H 12.313 3.081 19.398  0.220
H 14.242 4.584 19.358  0.212
H 16.499 3.715 18.947  0.215
H 16.878 1.324 18.610  0.215
H 14.958 -0.231 18.546  0.220
N 4.695 2.033 15.975  -0.631
N 5.135 2.509 17.237  -0.448
C 5.286 1.709 18.281  0.288
N 5.964 2.218 19.351  -0.810
S 4.967 0.066 18.229  -0.292
H 5.410 2.321 15.353  0.398
H 3.823 2.547 15.773  0.356
H 5.661 3.400 17.223  0.377
H 6.580 2.996 19.270  0.383
H 6.219 1.506 20.054  0.423

***

(5)
A 8-piece molecular cluster, C22H51IN2O10 overall, computed with ωB97M-V/def2-TZVPD.

Computed properties:
Lowest unoccupied orbital energy in eV: -0.15
SMILES: N#C[C@H](I)[C@](O)(C#N)CCCC(=O)O.CCO.CCO.CCO.CCO.CCO.CCO.CCO
HOMO-LUMO gap in eV: 9.6

Each line ends with the Löwdin charge.
CARTESIAN COORDINATES (ANGSTROEM)
N 5.057 -5.282 0.144  0.201
C 4.494 -4.756 -0.729  -0.324
C 3.488 -4.238 -1.597  -0.606
I 4.331 -4.285 -3.607  1.010
C 3.105 -2.795 -1.253  -0.556
O 2.337 -2.188 -2.253  -0.027
C 4.354 -2.011 -1.212  -0.190
N 5.336 -1.406 -1.212  0.215
C 2.417 -2.623 0.123  -0.105
C 1.845 -3.874 0.763  -0.134
C 0.682 -4.552 -0.016  -0.075
C 0.022 -3.703 -1.045  -0.535
O -0.001 -4.022 -2.215  0.089
O -0.564 -2.589 -0.611  0.140
H 2.636 -4.891 -1.646  0.077
H 1.933 -2.853 -2.818  0.042
H 3.114 -2.190 0.814  0.118
H 1.652 -1.887 -0.001  0.094
H 1.458 -3.568 1.721  0.119
H 2.587 -4.628 0.972  0.097
H 1.005 -5.478 -0.450  0.114
H -0.082 -4.815 0.703  0.127
H -1.264 -2.397 -1.239  0.133
C -0.531 -2.947 -6.376  -0.085
C 0.401 -2.418 -5.303  -0.319
O 1.771 -2.617 -5.649  -0.120
H -0.354 -4.010 -6.541  0.078
H -1.576 -2.805 -6.095  0.074
H -0.356 -2.435 -7.325  0.073
H 0.232 -2.944 -4.363  0.083
H 0.223 -1.349 -5.133  0.111
H 1.937 -2.149 -6.471  0.080
C 1.688 2.241 2.454  -0.093
C 2.602 1.096 2.068  -0.295
O 1.850 0.011 1.519  -0.099
H 0.948 1.914 3.181  0.063
H 2.248 3.075 2.879  0.079
H 1.146 2.597 1.579  0.059
H 3.137 0.710 2.935  0.109
H 3.343 1.428 1.331  0.109
H 1.387 0.350 0.744  0.042
C 4.451 1.660 -3.181  -0.080
C 4.711 1.026 -4.534  -0.317
O 6.037 0.515 -4.622  -0.083
H 5.158 2.468 -2.992  0.081
H 3.436 2.060 -3.121  0.045
H 4.580 0.924 -2.385  0.049
H 4.602 1.760 -5.332  0.109
H 3.998 0.213 -4.717  0.104
H 6.141 -0.142 -3.927  0.068
C -2.835 3.955 3.649  -0.090
C -1.524 3.229 3.875  -0.317
O -0.398 4.086 3.679  -0.093
H -2.873 4.366 2.640  0.076
H -3.679 3.282 3.781  0.041
H -2.939 4.793 4.345  0.074
H -1.419 2.409 3.166  0.107
H -1.486 2.813 4.888  0.109
H -0.469 4.809 4.307  0.079
C 0.681 2.542 -2.698  -0.088
C 0.789 1.404 -1.702  -0.302
O 0.132 1.720 -0.468  -0.090
H 1.115 3.452 -2.283  0.083
H 1.198 2.299 -3.628  0.067
H -0.365 2.755 -2.930  0.075
H 1.833 1.206 -1.461  0.103
H 0.357 0.487 -2.118  0.109
H -0.795 1.885 -0.661  0.090
C -7.210 2.967 2.306  -0.088
C -6.291 2.793 1.110  -0.316
O -4.930 2.681 1.511  -0.093
H -6.926 3.852 2.876  0.076
H -8.250 3.070 1.992  0.073
H -7.135 2.108 2.977  0.066
H -6.354 3.658 0.452  0.110
H -6.577 1.905 0.535  0.106
H -4.852 1.916 2.091  0.061
C -4.452 0.235 6.837  -0.089
C -5.082 0.872 5.612  -0.315
O -4.175 0.894 4.508  -0.096
H -3.549 0.774 7.122  0.077
H -5.144 0.238 7.680  0.076
H -4.164 -0.799 6.630  0.074
H -5.350 1.907 5.815  0.112
H -5.991 0.333 5.324  0.107
H -3.934 -0.013 4.306  0.085

***

(6)
An isolated ion of composition C41H38F6N3O and charge +1, computed with ωB97M-V/def2-TZVPD.

Computed properties:
Lowest unoccupied orbital energy in eV: -3.63
SMILES: FC(F)(F)CN(c1ccccc1)c1ccc(C(c2ccc(N(CC(F)(F)F)c3ccccc3)cc2)[C@@H](C=[N+]2CCOCC2)c2ccccc2)cc1
HOMO-LUMO gap in eV: 6.2
Total charge: +1
ΔE to the lowest compared entry with this formula, charge and spin in eV: 0.010

Each line ends with the Löwdin charge.
CARTESIAN COORDINATES (ANGSTROEM)
F 6.248 1.698 8.459  0.144
C 5.558 0.555 8.239  -0.533
F 4.755 0.766 7.141  0.098
F 6.453 -0.415 7.854  0.116
C 4.738 0.080 9.391  -0.025
N 3.957 -1.077 8.964  -0.052
C 4.394 -2.330 9.465  -0.246
C 4.133 -2.664 10.809  -0.011
C 4.727 -3.786 11.378  -0.072
C 5.620 -4.563 10.630  -0.074
C 5.919 -4.210 9.310  -0.068
C 5.300 -3.108 8.723  -0.025
C 2.774 -0.907 8.276  -0.213
C 2.335 -1.939 7.427  0.015
C 1.218 -1.740 6.627  -0.032
C 0.432 -0.594 6.783  -0.206
C -0.905 -0.499 6.010  -0.175
C -2.118 -0.012 6.858  -0.135
C -3.398 0.058 6.287  -0.030
C -4.410 0.780 6.889  0.002
C -4.271 1.159 8.234  -0.217
N -5.258 1.886 8.862  -0.054
C -6.122 2.766 8.076  -0.028
C -5.428 4.080 7.893  -0.531
F -6.074 4.949 7.074  0.132
F -5.250 4.690 9.113  0.112
F -4.166 3.885 7.384  0.113
C -5.678 1.640 10.190  -0.243
C -5.150 2.405 11.243  -0.020
C -5.708 2.312 12.516  -0.071
C -6.772 1.439 12.757  -0.078
C -7.314 0.693 11.705  -0.076
C -6.795 0.814 10.422  -0.013
C -3.111 0.771 8.932  0.015
C -2.032 0.235 8.238  -0.026
C -0.753 0.160 4.674  -0.196
C 0.359 -0.450 3.865  0.067
N 1.499 0.120 3.569  0.010
C 2.304 -0.546 2.507  -0.075
C 3.785 -0.261 2.674  -0.163
O 4.030 1.136 2.860  -0.118
C 3.365 1.695 3.994  -0.156
C 1.853 1.512 3.948  -0.061
C -2.011 0.059 3.793  -0.221
C -2.788 1.209 3.593  -0.033
C -4.091 1.073 3.110  -0.060
C -4.540 -0.186 2.697  -0.065
C -3.678 -1.286 2.710  -0.057
C -2.392 -1.161 3.241  -0.046
C 0.894 0.460 7.578  -0.052
C 2.038 0.291 8.353  -0.001
H 5.419 -0.255 10.169  0.155
H 4.096 0.891 9.721  0.125
H 3.459 -2.023 11.381  0.123
H 4.503 -4.050 12.412  0.110
H 6.096 -5.438 11.077  0.109
H 6.640 -4.784 8.727  0.109
H 5.522 -2.805 7.699  0.116
H 2.889 -2.875 7.397  0.115
H 0.947 -2.489 5.879  0.118
H -1.144 -1.558 5.828  0.151
H -3.620 -0.414 5.330  0.099
H -5.325 0.988 6.338  0.110
H -6.325 2.345 7.095  0.119
H -7.031 2.940 8.647  0.153
H -4.328 3.087 11.023  0.119
H -5.304 2.933 13.315  0.108
H -7.188 1.351 13.761  0.107
H -8.153 0.021 11.882  0.107
H -7.231 0.286 9.572  0.122
H -3.051 0.947 10.004  0.115
H -1.115 0.025 8.789  0.109
H -0.575 1.231 4.813  0.144
H 0.161 -1.400 3.352  0.146
H 2.111 -1.620 2.561  0.136
H 1.983 -0.167 1.523  0.152
H 4.188 -0.862 3.511  0.138
H 4.312 -0.506 1.740  0.143
H 3.761 1.260 4.929  0.121
H 3.617 2.766 3.951  0.147
H 1.449 2.217 3.197  0.156
H 1.431 1.760 4.928  0.127
H -2.408 2.179 3.921  0.128
H -4.735 1.951 3.054  0.117
H -5.568 -0.311 2.356  0.113
H -3.983 -2.245 2.296  0.114
H -1.716 -2.021 3.254  0.114
H 0.328 1.398 7.641  0.131
H 2.317 1.061 9.070  0.111

***

Number 1: calculated total energy -15708.962674 a.u.. Number 2: calculated total energy -289.842250 a.u.. Number 3: calculated total energy -306.346987 a.u.. Number 4: calculated total energy -4228.088767 a.u.. Number 5: calculated total energy -2028.353380 a.u.. Number 6: calculated total energy -2423.622584 a.u..